Record 1
This record from OMol25 describes a molecular structure, C41H56FN5P2S2Si2V. The level of theory is the ωB97M-V functional and the def2-TZVPD basis.

Properties
spin multiplicity	3
gap between HOMO and LUMO (alpha / beta)	7.22 / 7.64	eV
max |F|	2.2	eV/Å
<S²>	2.08
calculated total energy	-135282.3810	eV
HOMO (alpha / beta)	-10.088 / -10.016	eV
relative energy (zero: lowest compared OMol25 entry of this formula, charge and spin)	1.182	eV
total charge	+1

Last column: Mulliken spin population.
CARTESIAN COORDINATES (ANGSTROEM)
V  -0.055  1.477  -0.504  2.1140
S  4.450  -4.186  2.800  0.0000
S  0.661  3.322  0.927  -0.0209
P  0.451  0.171  1.420  0.0248
P  -0.366  -1.289  -0.738  0.0633
Si  -3.220  1.999  -0.501  0.0349
Si  2.210  1.230  -1.536  -0.1783
F  0.103  2.534  -3.044  0.0066
N  0.561  -1.394  0.731  -0.0084
N  -0.604  5.252  -0.377  -0.0029
N  -0.071  5.656  1.833  0.0022
N  -1.759  1.552  -1.341  -0.0648
N  -0.618  4.407  -1.476  0.0360
C  2.319  -2.868  1.645  -0.0008
C  1.712  0.246  2.756  0.0124
C  -2.924  -5.130  -0.401  -0.0002
C  -1.392  -2.821  -0.652  0.0172
C  3.612  0.404  4.789  -0.0002
C  -0.070  -1.745  -3.342  -0.0290
C  -1.029  0.132  2.489  -0.0129
C  0.820  -2.563  1.569  -0.0049
C  1.744  -2.718  -4.556  0.0010
C  -1.205  1.184  3.389  -0.0067
C  3.458  0.043  -0.644  -0.0052
C  1.486  -0.370  3.986  0.0003
C  -0.877  1.725  -3.568  0.0383
C  2.445  -2.873  -3.371  0.0010
C  1.896  -2.463  -2.167  -0.0052
C  -2.351  1.254  4.157  0.0042
C  -0.800  -4.077  -0.774  -0.0015
C  -1.841  1.243  -2.672  -0.0280
C  -4.406  0.609  0.066  -0.0043
C  -3.151  -0.778  3.162  0.0024
C  -1.561  -5.223  -0.638  0.0003
C  -3.326  0.272  4.048  -0.0003
C  0.634  -1.892  -2.148  0.0073
C  -1.912  0.745  -5.467  -0.0035
C  -0.881  1.493  -4.923  0.0039
C  5.166  -2.619  3.363  0.0001
C  -3.527  -3.885  -0.336  -0.0002
C  -2.801  2.944  1.106  0.0125
C  3.839  1.027  3.573  0.0011
C  2.433  -0.298  4.991  0.0000
C  2.680  -3.758  2.823  0.0007
C  2.891  0.962  2.564  -0.0058
C  -4.200  3.186  -1.643  -0.0018
C  -2.901  0.253  -4.629  0.0031
C  -2.867  0.487  -3.266  -0.0032
C  -2.010  -0.844  2.379  -0.0150
C  2.406  0.828  -3.420  -0.0229
C  -2.765  -2.736  -0.458  0.0037
C  3.041  2.967  -1.337  -0.0002
C  -0.046  4.833  0.771  0.0244
C  0.478  -2.155  -4.541  0.0004
H  3.314  0.258  -3.588  -0.0037
H  0.257  -4.155  -0.984  0.0001
H  -5.260  1.061  0.563  -0.0003
H  4.342  0.478  5.581  -0.0001
H  -1.113  6.134  -0.402  0.0008
H  4.760  1.567  3.409  0.0000
H  -3.547  2.710  1.857  0.0003
H  2.859  -1.925  1.748  -0.0010
H  -1.838  2.661  1.515  -0.0187
H  0.556  -0.891  4.171  0.0015
H  5.136  -1.869  2.578  -0.0001
H  -3.929  -0.047  0.789  0.0015
H  -5.236  3.233  -1.329  -0.0006
H  1.581  0.252  -3.825  0.0109
H  2.445  3.751  -1.793  0.0031
H  6.197  -2.832  3.622  0.0000
H  -1.874  -1.662  1.684  -0.0020
H  -1.090  -6.190  -0.727  0.0000
H  -4.593  -3.810  -0.191  0.0000
H  -0.078  -2.021  -5.457  -0.0001
H  -3.711  -0.327  -5.043  0.0002
H  -0.461  6.583  1.785  0.0000
H  -3.901  -1.550  3.074  -0.0001
H  2.447  -2.598  -1.250  -0.0010
H  -3.514  -6.026  -0.283  0.0000
H  2.485  1.747  -3.991  -0.0018
H  2.467  -3.269  3.775  0.0001
H  3.840  -0.707  -1.328  0.0007
H  -1.955  0.559  -6.529  -0.0001
H  -1.543  4.022  -1.661  0.0116
H  3.430  -3.314  -3.384  -0.0003
H  4.014  2.962  -1.818  -0.0034
H  2.245  -0.788  5.934  -0.0001
H  2.186  -3.033  -5.488  -0.0001
H  3.049  1.478  1.627  0.0144
H  2.150  -4.708  2.783  -0.0004
H  3.194  3.231  -0.294  0.0022
H  -0.087  1.900  -5.532  0.0002
H  4.627  -2.271  4.239  0.0000
H  4.309  0.602  -0.267  -0.0027
H  -3.817  4.203  -1.623  0.0007
H  -2.807  4.021  0.974  -0.0001
H  -4.221  0.330  4.648  -0.0001
H  0.283  -3.429  1.175  -0.0012
H  -1.063  -1.315  -3.311  0.0037
H  2.999  -0.473  0.193  0.0019
H  -3.647  0.090  -2.638  -0.0002
H  -4.793  0.009  -0.752  0.0003
H  -4.185  2.846  -2.673  0.0000
H  0.434  5.380  2.658  -0.0003
H  -3.231  -1.764  -0.407  -0.0026
H  -0.251  4.861  -2.309  -0.0005
H  -2.491  2.078  4.842  -0.0001
H  -0.427  1.934  3.478  -0.0033
H  2.652  -3.351  0.725  -0.0003
H  0.447  -2.372  2.582  0.0021

---

Record 2
This record from OMol25 describes a molecular structure, C41H57AsBrN11O5PSSn. The level of theory is the ωB97M-V functional and the def2-TZVPD basis.

Properties
spin multiplicity	1
gap between HOMO and LUMO	7.31	eV
max |F|	0.6	eV/Å
calculated total energy	-226903.6695	eV
HOMO	-10.156	eV
relative energy (zero: lowest compared OMol25 entry of this formula, charge and spin)	0.822	eV
total charge	+1

Last column: Löwdin charge in e.
CARTESIAN COORDINATES (ANGSTROEM)
Sn  -0.449  -0.683  0.080  1.1303
Br  -6.623  -1.742  -2.474  0.7644
As  0.888  -2.921  -0.864  1.2268
S  1.629  2.480  3.500  0.7360
P  1.169  1.940  -1.811  0.5847
O  -1.109  1.102  1.240  -0.0377
O  2.648  3.192  2.807  -0.2414
O  0.608  0.712  -1.128  -0.3618
O  -2.197  0.989  -3.221  0.0020
O  1.834  1.871  4.768  -0.2392
N  1.232  -3.119  4.335  0.1503
N  2.844  0.250  2.552  0.0859
N  2.766  2.015  -1.468  -0.2871
N  -1.474  -1.893  1.963  0.0068
N  -3.611  2.426  -4.296  -0.1834
N  0.788  1.844  -3.410  -0.2867
N  1.162  -0.760  1.243  -0.0531
N  0.875  1.342  2.411  0.0211
N  3.574  -3.382  4.016  0.1000
N  4.519  -1.411  1.774  0.1478
N  0.573  3.401  -1.364  -0.2825
C  -1.529  -2.106  4.350  -0.1886
C  -0.788  3.783  -1.727  -0.0770
C  0.438  -4.046  -2.394  -0.4091
C  2.767  -2.494  -1.130  -0.3978
C  -2.037  3.550  2.587  0.0108
C  -2.573  -3.012  4.246  0.0141
C  1.460  -2.125  5.203  -0.2730
C  -3.039  -3.366  2.985  -0.0248
C  -3.803  -2.062  -2.356  -0.1104
C  -2.689  2.727  -5.373  -0.0336
C  -4.892  -1.428  -1.783  -0.6992
C  2.303  -3.691  3.800  -0.1999
C  0.319  -1.543  5.938  -0.0177
C  -2.535  -1.814  -1.847  -0.1265
C  -2.256  4.719  3.301  -0.0390
C  -4.735  -0.559  -0.713  -0.1312
C  1.650  0.156  1.990  -0.5478
C  3.597  3.077  -2.024  -0.0924
C  0.596  -3.323  -3.726  -0.1586
C  -1.264  5.249  4.125  -0.0344
C  3.525  0.947  -0.822  -0.0764
C  3.787  -2.359  4.836  -0.1275
C  -0.030  4.625  4.259  -0.0077
C  -4.965  2.945  -4.385  -0.0436
C  3.699  -3.648  -1.474  -0.1314
C  0.699  -4.125  0.659  -0.4000
C  1.109  4.155  -0.235  -0.0719
C  0.167  3.463  3.543  -0.2104
C  0.742  0.532  -4.042  -0.0983
C  -1.021  -1.581  3.170  -0.0857
C  2.751  -1.693  5.471  0.0002
C  -3.462  -0.316  -0.219  -0.1198
C  1.129  2.919  -4.333  -0.0933
C  -0.974  -1.620  5.628  -0.0319
C  -0.806  2.931  2.724  -0.1428
C  -0.366  1.696  2.045  -0.3764
C  -2.472  -2.782  1.870  -0.1255
C  1.377  -5.485  0.565  -0.1423
C  -3.274  1.552  -3.329  -0.3192
C  3.717  -0.661  2.143  -0.3931
C  -2.354  -0.942  -0.785  -0.3120
H  1.716  0.246  -4.456  0.0943
H  0.421  -0.215  -3.322  0.0496
H  -1.747  2.228  -5.162  0.0560
H  0.742  5.032  4.898  0.1326
H  2.122  2.784  -4.773  0.0901
H  -0.379  -4.251  0.780  0.0549
H  1.337  5.178  -0.543  0.0977
H  -2.527  3.804  -5.445  0.0957
H  -3.344  0.357  0.621  0.0968
H  -1.685  -2.302  -2.308  0.0617
H  -3.942  -2.735  -3.190  0.1088
H  -1.140  3.172  -2.553  0.0560
H  2.120  -4.517  3.120  0.0928
H  -4.088  1.392  -2.604  0.1328
H  -2.828  -3.011  0.873  0.1123
H  -0.811  4.837  -2.016  0.0948
H  1.092  -4.918  -2.350  0.0624
H  0.009  0.550  -4.851  0.0834
H  -3.840  -4.083  2.867  0.1139
H  4.228  0.494  -1.527  0.0961
H  0.340  -3.982  -4.556  0.0800
H  4.820  -2.073  4.999  0.1164
H  -5.379  3.093  -3.389  0.0882
H  0.401  2.935  -5.147  0.0770
H  -4.945  3.909  -4.890  0.0902
H  3.328  -4.268  -2.292  0.0624
H  -5.599  -0.080  -0.272  0.1069
H  0.371  4.206  0.569  0.0770
H  4.254  3.470  -1.245  0.0953
H  -0.194  -0.887  3.213  0.0990
H  2.456  -5.401  0.450  0.0586
H  1.625  -2.991  -3.875  0.0680
H  0.587  -1.039  6.860  0.1164
H  1.045  -3.547  1.518  0.0289
H  0.991  -6.077  -0.265  0.0673
H  1.189  -6.051  1.480  0.0753
H  3.880  -4.284  -0.610  0.0610
H  4.090  1.352  0.020  0.0950
H  -1.467  3.643  -0.878  0.0863
H  -3.009  -3.449  5.135  0.1274
H  -2.795  3.125  1.943  0.1244
H  -0.582  -4.407  -2.247  0.0705
H  4.667  -3.247  -1.777  0.0811
H  2.767  -1.744  -1.926  0.0561
H  -5.622  2.276  -4.945  0.0946
H  -1.459  6.162  4.671  0.1180
H  -3.077  2.368  -6.329  0.0998
H  2.986  3.897  -2.396  0.0709
H  4.221  2.703  -2.841  0.0918
H  2.856  0.180  -0.450  0.0315
H  2.940  -0.870  6.147  0.1165
H  -3.206  5.228  3.220  0.1150
H  2.014  3.694  0.154  0.0732
H  -1.693  -1.222  6.337  0.1171
H  1.095  3.882  -3.829  0.0763
H  3.083  -1.995  -0.213  0.0204
H  -0.049  -2.444  -3.794  0.0454